90
Properties=species:S:1:pos:R:3:forces:R:3:mulliken_charge:R:1 method="wB97M-V/def2-TZVPD" homo_lumo_gap_ev=5.710 total_energy_ha=-4448.1247 total_charge=-2 e_homo_ev=-1.604
La -0.677 -0.502 0.442 -0.573 0.166 -0.233 0.872
C -4.720 -0.115 -0.399 0.036 -0.007 -0.006 -0.734
C -4.197 -0.645 -1.723 -0.018 0.041 0.021 -0.850
N -2.882 -0.116 -2.106 0.081 -0.002 -0.093 1.480
C -2.393 -0.881 -3.255 0.051 -0.016 -0.018 -1.319
C -0.956 -0.573 -3.649 -0.073 -0.022 0.019 -1.072
C -2.938 1.317 -2.409 0.061 0.021 0.049 -2.098
C -1.762 2.098 -1.829 -0.117 -0.138 -0.046 -0.284
N -1.732 1.919 -0.391 0.323 -0.285 0.338 1.532
C -2.100 2.890 0.436 -0.087 0.039 -0.067 -0.202
C -2.378 2.528 1.787 0.001 -0.078 0.018 -0.317
F -2.225 1.214 2.098 -0.007 0.034 0.038 0.143
C -2.745 3.399 2.775 -0.021 -0.013 0.011 0.323
F -2.972 2.924 4.016 0.008 0.018 -0.032 -0.352
C -2.888 4.759 2.532 0.002 -0.010 -0.012 -0.916
C -2.627 5.158 1.235 -0.007 0.023 -0.003 0.303
F -2.728 6.474 0.927 0.001 -0.046 0.011 -0.372
C -2.252 4.293 0.230 0.002 0.032 -0.058 0.266
F -1.981 4.855 -0.981 -0.019 0.000 0.059 -0.394
H -5.659 -0.620 -0.160 -0.013 0.012 0.005 0.463
H -4.913 0.959 -0.413 0.018 0.008 0.002 0.286
H -4.023 -0.333 0.411 -0.022 -0.020 -0.003 -0.055
H -4.926 -0.442 -2.530 -0.004 -0.015 0.005 0.243
H -4.087 -1.727 -1.640 0.013 0.002 -0.003 0.432
H -3.055 -0.710 -4.125 -0.004 -0.005 -0.003 0.359
H -2.468 -1.936 -2.992 -0.004 0.012 0.013 0.536
H -0.845 0.428 -4.070 0.015 0.012 0.008 0.328
H -0.625 -1.291 -4.402 0.004 0.007 -0.011 0.548
H -0.278 -0.658 -2.795 0.026 -0.004 -0.013 0.004
H -3.844 1.742 -1.974 -0.044 -0.022 -0.032 0.413
H -2.999 1.476 -3.499 -0.005 0.000 0.001 0.344
H -1.861 3.135 -2.151 0.079 -0.023 -0.021 0.429
H -0.828 1.720 -2.259 -0.173 -0.080 -0.011 -0.284
H -3.182 5.454 3.302 0.002 0.004 0.000 0.495
S -4.594 -7.317 2.298 -0.124 -0.027 -0.020 -0.383
C -3.915 -5.855 1.863 0.306 0.007 0.069 0.114
S -3.138 -5.566 0.363 -0.084 0.051 -0.008 -0.148
C -2.642 -3.904 0.620 0.000 -0.059 -0.005 -0.255
C -2.958 -3.386 1.831 0.014 -0.062 0.019 0.216
S -2.650 -1.790 2.423 0.087 0.241 -0.072 -0.549
S -3.807 -4.496 2.898 -0.061 0.048 -0.059 -0.157
S -1.831 -3.115 -0.701 0.182 0.217 0.074 -0.463
C 1.740 3.178 3.358 0.023 0.006 -0.016 -1.223
C 2.804 2.473 3.898 -0.002 0.001 0.022 -0.545
C 2.825 1.100 3.778 0.016 0.038 0.011 -1.099
C 1.780 0.431 3.125 0.010 0.035 0.027 0.719
N 0.794 1.132 2.534 -0.022 -0.188 -0.141 0.644
C 0.781 2.458 2.672 0.018 0.003 -0.141 -0.077
C 1.717 -1.050 3.067 0.044 -0.017 -0.006 1.345
C 2.479 -1.799 3.975 0.003 -0.002 0.013 -0.879
C 2.457 -3.181 3.935 -0.011 0.022 -0.016 -0.789
C 1.659 -3.816 2.989 -0.002 0.016 0.002 -1.002
C 0.883 -3.059 2.124 -0.009 -0.079 0.019 0.011
C 0.876 -1.655 2.122 0.195 -0.167 0.152 -0.231
H 1.664 4.254 3.433 -0.007 0.002 -0.007 0.471
H 3.610 2.988 4.406 0.005 -0.002 -0.006 0.367
H 3.658 0.538 4.174 -0.016 -0.017 -0.002 0.354
H -0.040 2.982 2.197 -0.006 -0.005 -0.040 0.323
H 3.070 -1.312 4.744 0.009 -0.009 -0.008 0.296
H 3.041 -3.756 4.644 0.002 -0.002 -0.001 0.351
H 1.625 -4.900 2.945 -0.005 -0.003 0.006 0.440
H 0.240 -3.595 1.427 -0.019 0.022 0.029 0.188
C 1.369 2.782 -1.027 0.074 0.043 -0.047 -0.525
Si 2.484 1.298 -1.385 0.067 0.041 0.042 0.124
C 2.825 1.536 -3.234 -0.017 -0.072 -0.050 -1.267
C 4.103 1.739 -0.493 0.002 -0.011 0.017 -1.131
C 1.867 -0.346 -0.848 -0.278 0.213 -0.253 0.644
Si 2.589 -1.819 -1.677 0.070 -0.094 0.110 0.445
C 2.928 -1.659 -3.537 -0.010 0.068 -0.019 -1.245
C 1.590 -3.405 -1.552 -0.063 -0.017 0.019 -0.935
C 4.264 -2.256 -0.899 0.022 0.012 -0.014 -1.324
H 1.944 3.712 -1.090 0.049 -0.032 -0.013 0.525
H 0.942 2.725 -0.033 -0.132 0.061 0.242 -0.338
H 0.540 2.855 -1.732 0.214 0.088 0.094 0.307
H 2.955 2.603 -3.433 -0.002 0.022 0.030 0.382
H 1.986 1.184 -3.841 0.016 0.011 -0.006 0.246
H 3.721 1.016 -3.574 -0.002 0.038 -0.017 0.338
H 4.503 2.708 -0.810 -0.018 0.004 -0.004 0.341
H 4.870 0.978 -0.657 -0.002 0.001 -0.003 0.229
H 3.917 1.789 0.585 0.016 0.002 0.009 0.219
H 2.265 -0.445 0.179 -0.146 0.006 0.081 -0.258
H 2.084 -1.221 -4.075 0.014 -0.012 -0.009 0.266
H 3.112 -2.654 -3.953 -0.011 -0.026 0.036 0.354
H 3.807 -1.044 -3.737 -0.018 -0.043 -0.035 0.344
H 0.656 -3.354 -2.116 0.016 -0.007 0.013 0.232
H 1.317 -3.629 -0.519 0.007 -0.020 -0.045 0.137
H 2.167 -4.251 -1.939 0.045 0.020 -0.012 0.400
H 4.957 -1.413 -0.968 0.024 -0.007 0.001 0.281
H 4.728 -3.124 -1.379 -0.006 -0.006 0.002 0.348
H 4.128 -2.486 0.162 -0.007 0.000 0.004 0.272



89
Properties=species:S:1:pos:R:3:forces:R:3:mulliken_charge:R:1 method="wB97M-V/def2-TZVPD" homo_lumo_gap_ev=3.885 total_energy_ha=-2294.5350 e_homo_ev=-8.472
C 11.529 16.708 16.442 -0.058 -0.207 -0.181 -1.460
C 10.002 16.695 16.790 0.860 0.802 -2.907 1.375
C 9.334 17.407 15.512 0.492 -0.565 -0.474 -1.122
C 7.854 17.169 15.346 -0.063 -0.435 0.392 -1.013
C 7.539 15.689 15.043 2.650 0.926 0.499 -0.711
C 8.082 14.828 16.252 0.138 -1.117 -2.506 1.570
N 9.505 15.267 16.699 3.912 -5.242 5.255 1.030
O 10.286 14.281 17.402 -5.157 6.760 -4.962 -0.275
C 8.254 13.294 15.815 -0.153 1.475 0.744 -1.785
C 7.201 15.082 17.433 -1.249 -1.055 1.136 -1.778
C 9.624 17.421 18.065 -0.341 -0.871 0.984 -1.745
H 11.775 17.699 16.059 -0.315 0.087 -0.094 0.424
H 11.661 16.004 15.621 0.098 0.063 -0.150 0.078
H 12.318 16.511 17.168 -0.670 -0.330 0.659 0.459
H 9.851 17.087 14.607 0.271 -0.395 0.071 0.370
H 9.474 18.488 15.498 0.364 0.004 0.756 0.582
H 7.491 17.788 14.525 -0.179 0.205 0.301 0.543
H 7.521 17.494 16.332 -1.253 0.162 -0.348 0.351
H 8.224 15.460 14.227 -0.130 -0.312 -0.388 0.085
H 6.530 15.503 14.676 -0.051 -0.355 0.791 0.500
H 8.534 12.774 16.732 0.283 -0.427 -0.566 0.507
H 8.956 13.266 14.982 0.677 -0.068 0.455 0.236
H 7.391 12.803 15.366 -0.587 0.584 0.461 0.449
H 7.610 14.659 18.350 -0.116 0.062 0.054 0.383
H 6.322 14.501 17.154 -0.082 -0.436 0.223 0.494
H 6.725 16.044 17.619 0.889 0.375 -0.236 0.362
H 9.996 16.875 18.932 0.133 -0.041 0.031 0.443
H 8.544 17.489 18.195 0.031 0.191 -0.117 0.317
H 10.070 18.415 18.101 -0.004 -0.113 -0.398 0.384
N 11.355 14.015 12.839 0.551 -2.141 1.065 0.506
O 12.395 14.295 12.313 2.644 0.929 -2.453 -0.476
O 10.879 14.765 13.647 -2.335 3.717 2.881 -0.543
O 10.860 12.905 12.740 -1.257 -2.313 -1.299 -0.479
C 13.702 13.692 15.711 -1.225 0.244 -0.007 -0.553
C 14.562 14.703 16.390 1.817 -0.330 2.105 0.782
O 14.826 14.664 17.608 -1.015 0.309 -2.423 -0.634
C 15.287 15.628 15.432 -0.408 -0.072 0.796 -0.990
H 13.045 14.113 14.949 0.266 0.445 -0.290 -0.191
H 12.988 13.235 16.396 0.567 -0.520 0.196 0.267
H 14.356 13.015 15.161 -0.102 -0.348 0.287 0.426
H 15.643 15.007 14.610 -0.054 0.378 -0.241 0.345
H 16.101 16.171 15.913 -0.071 -0.171 0.014 0.349
H 14.528 16.341 15.109 0.127 0.080 -0.541 0.221
C 14.851 18.553 10.360 0.828 -0.066 -0.180 -1.091
C 15.353 17.141 10.500 2.258 -1.176 2.115 0.624
O 16.515 16.899 10.948 -3.660 0.878 -1.596 -0.614
C 14.412 16.008 10.118 0.565 0.334 0.262 -0.518
H 13.779 18.733 10.441 0.098 -0.365 0.062 0.313
H 15.161 18.754 9.334 -0.144 0.551 -0.233 0.280
H 15.424 19.201 11.024 -0.083 0.037 -0.106 0.353
H 14.502 15.245 10.891 0.097 -0.186 -0.237 0.279
H 14.729 15.626 9.147 -0.059 -0.200 0.123 0.321
H 13.358 16.283 10.060 0.128 0.266 -0.066 0.073
C 12.213 12.765 9.075 -1.475 -1.033 2.028 0.185
C 11.501 11.645 9.326 0.445 0.513 0.597 0.148
C 11.769 10.346 8.644 -0.797 -1.362 -0.421 0.256
O 11.272 9.247 8.993 1.560 3.184 -1.141 -0.559
C 12.700 10.555 7.445 -0.079 -0.578 0.241 -0.533
C 13.332 11.702 7.202 -0.169 0.009 -0.735 -0.395
C 13.146 12.887 8.022 1.365 0.761 -0.489 0.023
O 13.766 13.932 7.875 -0.127 -0.574 -0.522 -0.517
H 12.254 13.570 9.794 -0.576 0.289 0.077 0.271
H 10.848 11.686 10.185 -0.108 -0.416 0.175 0.287
H 12.881 9.778 6.717 -0.303 -0.523 0.292 0.381
H 13.917 11.872 6.311 0.231 -0.305 -0.080 0.416
C 10.079 8.098 14.797 0.676 0.294 0.642 -0.398
C 10.750 7.283 13.998 0.643 -0.794 -0.255 -0.333
C 10.999 7.567 12.566 0.256 -0.886 0.332 -0.043
O 11.587 6.822 11.780 -0.868 1.128 1.244 -0.573
C 10.433 8.857 12.211 -1.174 2.346 -1.329 -0.205
C 9.819 9.800 12.983 1.282 -1.804 -0.008 -0.096
C 9.606 9.482 14.430 0.235 -1.570 -1.783 0.498
O 9.001 10.183 15.180 -0.544 0.985 1.185 -0.495
H 10.085 7.742 15.817 -0.616 0.571 0.379 0.352
H 11.190 6.400 14.439 -0.031 -0.316 -0.195 0.362
H 10.463 9.058 11.150 0.275 0.097 -0.232 0.471
H 9.505 10.746 12.569 -0.143 0.047 0.098 0.456
C 6.754 16.388 11.031 -3.260 -1.576 -1.731 -0.439
C 6.476 15.086 10.718 -0.693 2.242 0.458 -0.336
C 7.477 14.068 10.663 -0.772 -1.255 0.214 0.181
O 7.165 12.879 10.663 0.660 0.850 -0.139 -0.572
C 8.804 14.592 10.631 2.268 1.416 0.524 0.108
C 9.132 15.907 10.874 -0.721 -1.722 -0.150 -0.316
C 8.052 16.965 11.111 3.163 0.693 0.411 0.266
O 8.321 18.160 11.311 -0.764 -2.284 -0.324 -0.614
H 5.915 17.035 10.822 -0.049 0.557 0.630 0.431
H 5.505 14.731 10.406 -0.392 0.356 0.293 0.431
H 9.522 13.794 10.514 0.649 0.289 0.042 0.206
H 10.181 16.148 10.965 0.033 0.362 -0.045 0.591